1.
C22H66O11S11 | ωB97M-V/def2-TZVPD

Cartesian coordinates (Å):
C -5.602 1.416 -3.164
S -6.568 0.156 -2.314
O -6.703 -0.882 -3.429
C -5.211 -0.350 -1.259
H -6.191 1.801 -3.983
H -4.726 0.818 -3.428
H -5.344 2.216 -2.445
H -4.436 -0.894 -1.791
H -5.546 -0.870 -0.263
H -4.775 0.628 -0.885
C 3.408 -1.196 -2.214
S 3.253 -0.569 -0.552
O 4.483 -0.925 0.233
C 3.629 1.092 -0.952
H 3.066 -2.227 -2.133
H 4.492 -1.302 -2.362
H 2.834 -0.649 -2.956
H 2.604 1.523 -1.238
H 4.200 1.082 -1.854
H 4.097 1.710 -0.165
C -4.183 -3.171 -4.887
S -4.903 -3.599 -3.296
O -5.210 -5.092 -3.359
C -3.419 -3.502 -2.318
H -3.549 -3.947 -5.218
H -3.754 -2.158 -4.781
H -4.968 -3.064 -5.636
H -3.650 -3.813 -1.312
H -3.259 -2.435 -2.317
H -2.651 -4.119 -2.745
C 4.026 2.089 2.783
S 5.349 3.286 2.578
O 5.452 3.555 1.052
C 4.499 4.726 3.256
H 3.264 2.399 2.142
H 3.737 1.923 3.819
H 4.404 1.142 2.394
H 3.567 4.846 2.764
H 5.048 5.678 3.227
H 4.350 4.580 4.299
C -1.616 -1.911 0.645
S 0.021 -1.775 1.381
O 0.973 -2.234 0.286
C 0.142 0.005 1.368
H -1.945 -1.217 -0.184
H -2.405 -1.857 1.433
H -1.691 -2.913 0.220
H -0.121 0.348 0.428
H 1.165 0.354 1.508
H -0.462 0.382 2.105
C 1.237 4.288 -2.077
S 0.602 4.060 -0.388
O 0.695 2.577 -0.057
C 2.096 4.622 0.493
H 1.794 5.226 -2.032
H 0.333 4.336 -2.723
H 1.805 3.412 -2.416
H 2.013 4.256 1.491
H 2.263 5.720 0.516
H 3.026 4.254 0.116
C 0.589 3.193 3.426
S 0.028 2.440 4.921
O -1.014 1.480 4.408
C 1.523 1.502 5.215
H 0.738 2.434 2.642
H 1.491 3.803 3.672
H -0.142 3.849 2.957
H 2.381 2.152 5.445
H 1.802 0.813 4.459
H 1.253 1.065 6.177
C -3.453 3.202 2.662
S -3.436 1.475 2.161
O -4.874 1.035 1.956
C -2.797 1.735 0.488
H -2.378 3.332 2.708
H -3.934 3.287 3.629
H -3.809 3.772 1.850
H -3.490 2.503 0.088
H -2.833 0.834 0.030
H -1.833 2.156 0.514
C -1.221 -6.735 -2.682
S 0.205 -5.877 -3.224
O -0.306 -4.860 -4.238
C 0.338 -4.826 -1.801
H -1.373 -7.587 -3.377
H -2.043 -6.045 -2.708
H -1.053 -7.100 -1.664
H 0.540 -5.385 -0.872
H -0.621 -4.314 -1.653
H 1.072 -4.095 -2.167
C -0.310 -1.742 -3.002
S -0.986 -0.228 -3.728
O -2.524 -0.261 -3.666
C -0.484 0.755 -2.422
H -0.621 -2.616 -3.542
H -0.830 -1.760 -2.039
H 0.842 -1.726 -2.964
H -0.636 1.802 -2.744
H 0.471 0.392 -2.157
H -1.190 0.649 -1.598
C 5.289 -2.252 3.377
S 3.958 -2.059 4.593
O 4.194 -0.650 5.163
C 2.622 -1.734 3.384
H 6.163 -2.102 3.973
H 5.212 -1.564 2.561
H 5.296 -3.215 2.897
H 1.626 -1.421 3.842
H 2.523 -2.547 2.739
H 3.045 -0.838 2.913

Atoms 1-3, force components in eV/Å:
0.324 0.032 1.241
-0.189 -1.367 -1.720
-0.160 0.954 1.395

Its charge is 0. The HOMO energy is -7.98 eV. The orbital gap is 0.2842 Eh.

=====

2.
C22H68N16O10 | ωB97M-V/def2-TZVPD

Cartesian coordinates (Å):
C -1.613 -3.226 5.011
O -2.675 -3.296 4.087
C -2.178 -3.229 2.775
C -3.218 -3.591 1.744
C -3.737 -5.018 1.927
N -2.618 -3.384 0.410
H -1.155 -2.234 4.968
H -0.811 -3.968 4.878
H -2.038 -3.453 5.989
H -1.780 -2.227 2.561
H -1.333 -3.930 2.660
H -4.096 -2.949 1.887
H -4.084 -5.154 2.961
H -2.906 -5.722 1.808
H -4.628 -5.259 1.349
H -3.307 -3.687 -0.274
H -1.859 -4.068 0.351
C 1.008 8.049 -1.569
O 0.479 7.654 -0.345
C 0.180 6.287 -0.271
C 1.303 5.321 -0.577
C 0.795 3.888 -0.434
N 2.487 5.521 0.279
H 2.048 7.722 -1.729
H 1.101 9.137 -1.585
H 0.394 7.730 -2.419
H -0.295 6.077 0.690
H -0.648 6.034 -0.968
H 1.623 5.440 -1.625
H 0.399 3.694 0.563
H 1.634 3.205 -0.584
H 0.057 3.739 -1.219
H 3.136 4.772 0.040
H 2.969 6.363 -0.027
C 0.344 -1.581 7.370
O 0.801 -1.208 6.097
C 2.075 -1.768 5.852
C 2.591 -1.346 4.492
C 1.808 -2.088 3.401
N 4.031 -1.634 4.298
H 1.012 -1.242 8.169
H 0.190 -2.663 7.494
H -0.641 -1.132 7.492
H 2.779 -1.497 6.659
H 2.015 -2.871 5.901
H 2.415 -0.279 4.345
H 2.059 -3.151 3.415
H 1.961 -1.614 2.434
H 0.738 -2.013 3.617
H 4.129 -2.641 4.455
H 4.483 -1.263 5.141
C 4.616 3.996 -2.313
O 4.219 3.104 -1.285
C 4.446 1.769 -1.695
C 3.796 0.788 -0.744
C 4.376 0.764 0.666
N 3.805 -0.602 -1.261
H 5.701 3.947 -2.445
H 4.325 4.999 -2.004
H 4.092 3.746 -3.240
H 4.005 1.628 -2.691
H 5.525 1.552 -1.772
H 2.744 1.102 -0.787
H 3.861 -0.006 1.244
H 4.125 1.697 1.179
H 5.452 0.612 0.655
H 3.167 -0.637 -2.053
H 3.338 -1.126 -0.526
N 0.359 -4.419 0.518
C 0.830 -4.986 -0.667
N 1.306 -3.973 -1.477
O 0.816 -6.167 -0.928
H 0.741 -3.477 0.567
H 0.357 -5.003 1.334
H 1.889 -4.075 -2.282
H 1.045 -3.060 -1.121
N -1.296 -0.863 -0.290
C 0.011 -0.614 -0.076
N 0.345 0.706 -0.002
O 0.862 -1.510 0.087
H -1.923 -0.080 -0.388
H -1.688 -1.810 -0.345
H 1.313 0.881 0.194
H -0.257 1.392 -0.412
N -0.281 -2.615 -3.754
C -1.451 -2.105 -4.255
N -1.489 -1.971 -5.634
O -2.380 -1.749 -3.549
H 0.431 -2.942 -4.377
H -0.279 -2.912 -2.794
H -0.674 -2.052 -6.210
H -2.330 -1.607 -6.039
N -2.978 3.492 -2.462
C -3.135 2.456 -1.583
N -4.384 1.866 -1.561
O -2.208 2.014 -0.904
H -2.061 3.755 -2.769
H -3.765 3.994 -2.829
H -5.000 2.201 -2.277
H -4.455 0.964 -1.131
N -6.852 0.215 -1.688
C -5.795 -0.549 -1.232
N -4.906 -0.957 -2.194
O -5.699 -0.862 -0.058
H -6.890 0.578 -2.622
H -7.420 0.684 -1.007
H -4.731 -0.483 -3.061
H -4.099 -1.460 -1.865
N -0.704 0.561 -3.204
C 0.284 0.749 -4.133
N 0.113 0.130 -5.351
O 1.210 1.532 -3.925
H -0.554 1.083 -2.361
H -1.415 -0.142 -3.278
H 0.888 0.030 -5.976
H -0.713 -0.420 -5.504

Atoms 1-3, force components in eV/Å:
-0.170 0.108 0.471
0.193 -0.581 -0.178
0.520 0.088 -0.291

The SMILES is COC[C@H](C)N.COC[C@H](C)N.COC[C@H](C)N.COC[C@H](C)N.NC(N)=O.NC(N)=O.NC(N)=O.NC(N)=O.NC(N)=O.NC(N)=O. Its charge is 0. The HOMO energy is -8.94 eV. The orbital gap is 0.3254 Eh.

=====

For reference, energy above the lowest of the compared OMol25 structures with the same formula, charge and spin by record: 75.2 12.4 kcal per mole.